3 unconnected molecules or ions with the total composition C8H20ClNO3 in a non-equilibrium geometry, computed with wB97M-V/def2-TZVPD.

Properties
Gap between HOMO and LUMO = 3.65 eV
Molecular weight = 213.705 g/mol
DFT total energy = -1057.33987 hartree
F_max = 1.995 eV/Å

ORCA input file:
```
! RIJCOSX wB97M-V def2-TZVPD def2/J DEFGRID3
* xyz -2 1
O -23.425 5.191 -11.801
H -22.753 5.621 -9.833
C -21.124 1.673 -3.797
C -23.708 0.905 -10.729
H -24.521 0.592 -11.404
H -23.960 2.947 -11.315
H -21.691 6.028 -11.101
O -22.790 -0.158 -10.571
C -21.599 3.971 -10.527
C -24.070 6.425 -11.921
H -24.197 6.854 -10.920
H -22.195 3.367 -3.103
H -21.724 0.039 -12.308
N -22.288 2.785 -10.037
C -23.134 2.250 -11.152
H -23.119 -1.208 -12.264
H -20.608 1.740 -2.810
C -22.398 5.241 -10.798
H -23.084 2.672 -4.355
H -20.849 4.341 -9.818
H -22.566 2.207 -12.086
H -23.556 7.167 -12.557
C -22.277 -0.723 -11.754
H -21.423 0.610 -3.947
H -23.019 3.153 -9.409
H -25.011 6.228 -12.445
H -23.007 1.743 -2.751
O -20.304 2.205 -4.738
Cl -23.523 3.571 -7.123
C -22.490 2.376 -3.478
H -20.929 3.744 -11.366
H -21.565 -1.520 -11.534
H -24.054 0.991 -9.695
*
```

Here are the natural (NBO) charges for atoms 1 to 8, given in e:
1 O -0.55
2 H 0.20
3 C 0.00
4 C -0.08
5 H 0.13
6 H 0.19
7 H 0.14
8 O -0.53